No. 1
A structure of composition C37H35BBrF2N6O3S2W. Source: OMol25; level of theory: ωB97M-V with the def2-TZVPD basis set.

XYZ file:
```
88
C37H35BBrF2N6O3S2W | OMol25 | ωB97M-V with the def2-TZVPD basis set
W -0.6366 -0.4011 0.7278
O -0.4142 1.3854 1.4263
C 0.4760 2.3107 1.7354
C 0.0540 3.4869 2.3661
C 0.9777 4.4579 2.6817
C 2.3326 4.2889 2.3689
C 2.7468 3.1356 1.7480
C 1.8258 2.1229 1.4271
C 2.2672 0.9143 0.8093
N 1.5315 -0.1247 0.5626
N 2.2748 -1.1678 0.0025
C 1.5127 -2.2047 -0.1498
O 0.2768 -2.2061 0.1989
C 2.0626 -3.4307 -0.7707
C 1.1878 -4.4349 -1.1755
C 1.6745 -5.5563 -1.8301
C 3.0342 -5.6779 -2.0843
C 3.9098 -4.6799 -1.6749
C 3.4277 -3.5579 -1.0184
H -0.9954 3.5938 2.6112
H 0.6531 5.3605 3.1835
H 3.0474 5.0595 2.6220
H 3.7928 2.9868 1.5067
H 3.3162 0.8283 0.5416
H 0.1304 -4.3228 -0.9721
H 0.9940 -6.3392 -2.1394
H 3.4139 -6.5539 -2.5939
H 4.9708 -4.7810 -1.8619
H 4.0998 -2.7765 -0.6902
Br 1.1918 1.9714 7.0403
C 0.4820 0.8970 5.6593
C -0.8930 0.7928 5.5151
C -1.4138 0.0271 4.4848
C -0.5539 -0.6246 3.6108
C 0.8220 -0.5339 3.7720
C 1.3441 0.2316 4.8030
N -1.0833 -1.3324 2.4862
C -1.9183 -2.3139 2.6751
C -2.5187 -2.8094 1.4802
C -3.3676 -3.9188 1.4402
C -3.8776 -4.3222 0.2311
C -3.5324 -3.6054 -0.9134
C -2.7030 -2.5123 -0.7992
N -2.1969 -2.1023 0.3740
H -1.5510 1.3169 6.1941
H -2.4834 -0.0329 4.3289
H 1.4782 -1.0672 3.0967
H 2.4137 0.3117 4.9385
H -2.1364 -2.7010 3.6614
H -3.5980 -4.4420 2.3581
H -4.5342 -5.1797 0.1683
H -3.9109 -3.8844 -1.8862
H -2.4493 -1.9262 -1.6630
C 1.1468 -2.3757 -4.2056
S 0.3913 -0.8140 -3.8103
O 0.1056 -1.0954 -2.2876
C 1.7865 0.2687 -3.8338
C 1.7514 1.3147 -4.7437
C 2.8247 2.1927 -4.7929
C 3.8938 2.0213 -3.9269
C 3.9012 0.9764 -3.0067
C 2.8448 0.0854 -2.9517
H 1.9379 -2.5895 -3.4857
H 1.5432 -2.2981 -5.2176
H 0.3723 -3.1373 -4.1552
H 0.8994 1.4420 -5.4003
H 2.8202 3.0111 -5.4996
H 4.7268 2.7108 -3.9613
H 4.7390 0.8562 -2.3327
H 2.8248 -0.7058 -2.2101
S -3.0898 0.4678 0.8387
C -3.2093 2.1243 0.3963
N -4.2905 2.7902 0.8201
C -4.6035 4.1704 0.4606
C -3.9126 4.5205 -0.8449
C -2.4431 4.1529 -0.7448
N -2.3191 2.7543 -0.3496
H -4.9298 2.2674 1.3948
H -4.2780 4.8446 1.2570
H -5.6846 4.2607 0.3675
H -4.0233 5.5840 -1.0503
H -4.3710 3.9659 -1.6659
H -1.9298 4.7913 -0.0200
H -1.9425 4.2689 -1.7045
H -1.5255 2.2219 -0.6825
F -1.9723 0.0111 -2.2647
B -0.8070 -0.1466 -1.5224
F -0.1325 1.1310 -1.4782
```

## Properties
orbital gap (alpha / beta)	5.977 / 5.692	eV
ΔE to the lowest compared entry with this formula, charge and spin	0.00	kcal/mol
HOMO level (alpha / beta)	-8.9 / -8.7	eV
E_LUMO (alpha / beta)	-2.9 / -3.0	eV
charge	+1


No. 2
A structure of composition C37H35BrClF4IN2OPRuSi at a distorted geometry. Source: OMol25; level of theory: ωB97M-V with the def2-TZVPD basis set.

XYZ file:
```
85
C37H35BrClF4IN2OPRuSi | OMol25 | ωB97M-V with the def2-TZVPD basis set
Ru -0.3906 0.2444 -0.1087
F 5.5749 2.9643 -2.8093
C 4.6400 2.0783 -2.5269
C 4.9771 0.8655 -1.9647
F 6.2444 0.5824 -1.7110
C 3.9900 -0.0662 -1.6714
F 4.4292 -1.2176 -1.1797
C 2.6381 0.2007 -1.8931
P 1.3057 -0.9152 -1.3288
C 0.6100 -1.7158 -2.7897
C -0.4025 -2.6597 -2.6009
C -0.9275 -3.3327 -3.6916
C -0.4525 -3.0681 -4.9694
C 0.5543 -2.1330 -5.1580
C 1.0879 -1.4563 -4.0720
C 2.0818 -2.2140 -0.3401
C 2.6295 -1.8804 0.8968
C 3.1869 -2.8595 1.6970
C 3.1974 -4.1811 1.2683
C 2.6679 -4.5118 0.0323
C 2.1147 -3.5306 -0.7783
C 2.3315 1.4113 -2.5511
Br 0.6405 1.7577 -3.3011
C 3.3136 2.3365 -2.8400
F 3.0254 3.4713 -3.4624
H -0.7545 -2.8845 -1.6011
H -1.7023 -4.0733 -3.5419
H -0.8607 -3.6004 -5.8186
H 0.9286 -1.9287 -6.1521
H 1.8767 -0.7362 -4.2334
H 2.6398 -0.8569 1.2377
H 3.6105 -2.5944 2.6571
H 3.6248 -4.9508 1.8970
H 2.6814 -5.5392 -0.3066
H 1.7079 -3.8029 -1.7419
Cl -5.7252 3.0172 -3.3464
C -4.2094 2.7704 -2.5564
C -3.3837 3.8323 -2.3240
C -2.1521 3.6592 -1.6576
I -0.9456 5.2904 -1.2471
C -1.7403 2.4127 -1.2396
O -0.6254 2.1819 -0.5747
C -2.5916 1.3159 -1.5097
N -2.1440 0.0955 -1.0618
C -2.9177 -0.9733 -1.2111
C -4.1696 -0.8962 -1.8174
C -4.6309 0.3107 -2.2854
C -3.8393 1.4627 -2.1401
H -3.6857 4.8207 -2.6417
H -2.5216 -1.9089 -0.8415
H -4.7598 -1.7966 -1.9077
H -5.6032 0.3875 -2.7533
C -1.9770 2.4951 1.9398
Si -0.8292 1.0638 2.2820
C -1.6676 -0.1030 3.5134
C -3.0556 -0.4633 2.9610
C -0.9293 -1.3911 3.8952
C -1.8389 0.7390 4.7983
C 0.9547 1.5828 2.5789
C 1.5803 1.6022 1.1817
C 1.7121 0.5873 3.4630
C 1.0441 2.9772 3.2105
H -2.2536 2.9123 2.9135
H -2.9006 2.2028 1.4374
H -1.4890 3.2715 1.3559
H -2.9789 -1.0453 2.0399
H -3.6726 0.4189 2.7755
H -3.5823 -1.0829 3.6924
H -0.7556 -2.0467 3.0489
H -1.5509 -1.9374 4.6118
H 0.0203 -1.1913 4.3887
H -2.4125 1.6540 4.6406
H -0.8791 1.0060 5.2494
H -2.3847 0.1405 5.5332
H 1.4119 0.6252 0.6438
H 2.6712 1.6926 1.2363
H 1.1869 2.3930 0.5491
H 1.6300 -0.4413 3.1088
H 1.3531 0.6118 4.4924
H 2.7734 0.8592 3.4793
H 0.5213 3.7347 2.6238
H 2.0952 3.2788 3.2760
H 0.6383 2.9844 4.2241
N -0.9399 -2.7109 0.8211
C -0.6701 -1.6049 0.6071
```

## Properties
orbital gap (alpha / beta)	6.009 / 6.007	eV
ΔE to the lowest compared entry with this formula, charge and spin	32.46	kcal/mol
HOMO level (alpha / beta)	-10.9 / -10.9	eV
E_LUMO (alpha / beta)	-4.8 / -4.8	eV
charge	+1


No. 3
A structure of composition C37H35CdN4O4P2S at a distorted geometry. Source: OMol25; level of theory: ωB97M-V with the def2-TZVPD basis set.

XYZ file:
```
84
C37H35CdN4O4P2S | OMol25 | ωB97M-V with the def2-TZVPD basis set
Cd 11.0347 10.2981 12.2300
C 8.4311 13.2202 12.9390
N 8.7006 12.4633 14.1588
C 7.7605 12.0388 15.0360
C 8.3480 11.5012 16.1284
N 9.7555 11.6562 15.9253
C 9.9733 12.2465 14.6980
S 11.4426 12.4545 13.9718
C 10.7327 11.7300 16.9458
C 10.8670 10.6334 17.8445
C 11.8810 10.7964 18.7720
C 12.7045 11.9585 18.7195
C 12.5224 12.8538 17.7021
N 11.5322 12.7295 16.8503
H 7.6472 13.9808 13.0463
H 8.1637 12.5710 12.0779
H 9.3467 13.6790 12.6261
H 6.7456 12.1210 14.8474
H 7.9566 11.0079 17.0535
H 10.2609 9.7005 17.7406
H 12.0447 9.9689 19.5270
H 13.4506 12.2466 19.4665
H 13.0872 13.7353 17.5591
O 11.6166 9.0364 10.5103
P 12.6900 8.0761 10.0539
C 13.2911 7.0608 11.4202
P 13.4777 8.0105 13.0237
O 12.7996 9.3693 13.0383
C 15.1901 8.1795 13.3727
C 16.0579 7.0691 13.6574
C 17.4028 7.2464 13.8507
C 17.9331 8.5269 13.8014
C 17.0927 9.6201 13.7354
C 15.7122 9.4380 13.5516
C 12.7771 6.9143 14.2251
C 13.4504 6.3172 15.3237
C 12.7764 5.3074 15.9952
C 11.5042 4.8771 15.6309
C 10.7406 5.6539 14.7795
C 11.4250 6.6718 14.0509
C 11.9844 6.8761 8.9302
C 12.0995 6.9319 7.5245
C 11.4183 6.0217 6.7045
C 10.4894 5.0887 7.2634
C 10.2459 5.1799 8.6438
C 10.9806 6.0573 9.4485
C 14.1283 8.7332 9.2332
C 15.0516 7.8218 8.7541
C 16.3189 8.2825 8.3819
C 16.6159 9.6231 8.4807
C 15.5888 10.5281 8.7663
C 14.3496 10.1106 9.2090
H 14.2689 6.5444 11.1942
H 12.5123 6.1915 11.6352
H 15.6434 6.0376 13.6869
H 18.0590 6.4622 14.1196
H 19.0266 8.7564 13.8072
H 17.3929 10.6837 13.8731
H 15.0197 10.3268 13.4185
H 14.3948 6.6654 15.6607
H 13.2751 4.8570 16.8149
H 11.0825 3.9735 15.9986
H 9.6676 5.3892 14.6172
H 10.7769 7.3927 13.4579
H 12.8659 7.5325 7.0002
H 11.6356 6.0303 5.6478
H 9.9441 4.4111 6.5874
H 9.4074 4.6072 9.0420
H 10.7926 6.1374 10.5236
H 14.8242 6.7446 8.6593
H 17.0054 7.5708 7.9311
H 17.6364 9.9299 8.3308
H 15.7712 11.5894 8.6638
H 13.5851 10.8069 9.5208
C 11.1854 13.8451 8.7659
C 11.3568 12.8133 9.7420
N 11.4457 12.0024 10.5880
H 12.1281 14.4029 8.6083
H 10.3971 14.5526 9.0453
H 10.8837 13.4004 7.8201
O 9.3209 9.2845 13.2607
C 8.5278 9.5831 12.3668
O 8.7349 10.3848 11.4276
H 7.5331 9.0723 12.3860
```

## Properties
orbital gap	7.909	eV
ΔE to the lowest compared entry with this formula, charge and spin	0.00	kcal/mol
HOMO level	-9.8	eV
E_LUMO	-1.9	eV
charge	+1